Density functional theory data (wB97M-V/def2-TZVPD) for a single C2H6N4O molecule.

Summary:
**SMILES**: N/N=C\C(=O)NN
**Gap between HOMO and LUMO**: 0.384 hartree
**Energy above the lowest of the compared OMol25 structures with the same formula, charge and spin**: 335.8 kJ/mol
**Molecular weight**: 102.10 g/mol
**HOMO energy**: -9.6 eV
**Total energy**: -10176.5818 eV
**LUMO**: 0.81 eV

The geometry in XYZ format:
```
13
Properties=species:S:1:pos:R:3:mulliken_charge:R:1
N -1.4677 0.1521 -0.6792 -0.373
N -1.6177 -0.7380 0.3258 -0.417
C -0.5187 -1.1162 0.7582 -0.074
C 0.8389 -0.8937 -0.0145 0.504
O 1.5907 -1.7713 -0.3708 -0.585
N 1.3788 0.4389 -0.1082 -0.060
N 0.7706 1.6116 0.3564 -0.648
H -2.4446 0.3563 -1.0684 0.276
H -0.9217 -0.0473 -1.5446 0.246
H -0.4746 -1.8503 1.6229 0.334
H 2.2713 0.5012 -0.5576 0.224
H -0.1748 1.8327 -0.0693 0.327
H 0.7694 1.5240 1.3493 0.245
```